Record 1
A cluster of 11 separate species, C5H33N2O10 in total at a distorted geometry. Source: the Open Molecules 2025 dataset; level of theory: the ωB97M-V functional and the def2-TZVPD basis.

```
50
Properties=species:S:1:pos:R:3
C -2.306 -1.732 1.190
C -2.809 -1.074 -0.161
C -2.036 0.141 -0.586
C -2.507 1.382 -0.716
C 0.089 0.704 -1.738
N -0.700 -0.187 -0.847
N -1.265 -0.998 1.998
H -2.054 -2.791 1.174
H -3.244 -1.660 1.797
H -2.705 -1.807 -0.961
H -3.880 -0.896 -0.062
H -2.027 2.283 -1.065
H -3.453 1.757 -0.319
H 1.069 0.265 -1.773
H 0.210 1.685 -1.268
H -0.425 0.841 -2.686
H -0.448 -1.131 -1.171
H -1.624 -0.085 2.483
H -1.052 -1.593 2.795
H -0.411 -0.863 1.463
H 0.125 -2.209 -2.989
H 0.356 -3.333 -2.013
O -0.284 -2.623 -2.179
H 4.333 -0.240 1.390
H 3.587 -0.638 0.167
O 3.428 -0.402 1.095
H 0.541 4.844 0.533
H 0.598 3.412 1.118
O 0.425 4.339 1.351
H 0.128 3.334 4.126
H -0.167 3.180 2.649
O -0.187 2.690 3.486
H -1.509 0.065 4.584
H -1.145 1.439 3.797
O -1.804 0.696 3.919
H 4.844 -1.053 -2.295
H 4.091 -2.408 -2.038
O 4.228 -1.521 -1.703
H 1.804 -0.920 1.862
H 1.487 -0.084 3.017
O 1.309 -0.987 2.710
H -1.876 -0.139 -5.168
H -1.823 -1.523 -4.458
O -1.328 -0.708 -4.619
H 0.991 -1.061 -3.794
H 0.325 -1.506 -5.085
O 0.966 -1.806 -4.407
H 2.066 0.941 0.965
H 2.814 2.372 1.345
O 2.010 1.874 1.213
```

Output
HOMO level in Ha: -0.402
Energy relative to the best compared isomer or geometry (same formula, charge and spin) in kcal/mol: 64.2
Total charge: +1
F_max in eV/A: 2.49

Record 2
A cluster of 11 separate species, C5H33NO10S in total at a distorted geometry. Source: the Open Molecules 2025 dataset; level of theory: the ωB97M-V functional and the def2-TZVPD basis.

```
50
Properties=species:S:1:pos:R:3
C -0.664 0.350 2.240
N 0.436 -0.186 1.375
C -0.107 -0.953 0.260
C 0.863 -1.653 -0.634
S 2.139 -2.762 0.113
C -0.259 1.646 2.920
C -0.192 2.876 2.067
H -1.613 0.527 1.705
H -0.858 -0.534 2.865
H 1.164 0.480 1.072
H -0.724 -0.250 -0.402
H -0.842 -1.739 0.504
H 0.393 -2.501 -1.244
H 1.437 -0.933 -1.317
H 1.471 -3.653 0.922
H 0.721 1.494 3.433
H -0.982 1.829 3.723
H 0.500 2.880 1.238
H -1.177 3.086 1.648
H 0.195 3.686 2.717
H 2.315 -0.528 2.000
H 3.782 -0.809 2.364
O 2.969 -0.285 2.634
H -1.312 -2.754 -2.643
H -2.036 -1.760 -1.790
O -1.325 -1.818 -2.451
H -2.139 1.136 -0.782
H -3.599 1.253 -0.852
O -2.907 0.553 -0.803
H -1.176 -2.961 2.812
H 0.066 -2.249 2.375
O -0.236 -3.140 2.653
H 3.489 1.535 -0.031
H 3.517 0.953 1.438
O 4.000 1.450 0.756
H -2.192 -0.465 -3.851
H -1.818 0.868 -3.297
O -2.252 0.492 -4.074
H 2.538 2.294 -1.993
H 2.110 0.802 -2.254
O 2.233 1.482 -1.523
H 0.700 -0.836 -3.078
H 1.058 0.425 -3.994
O 1.330 -0.172 -3.318
H 0.312 1.249 -0.833
H -0.028 2.400 -1.623
O -0.457 1.625 -1.231
H -4.249 -1.935 -0.670
H -3.267 -0.794 -0.449
O -3.328 -1.705 -0.700
```

Output
HOMO level in Ha: -0.323
Energy relative to the best compared isomer or geometry (same formula, charge and spin) in kcal/mol: 23.8
Structure (SMILES): CCCNCCS.O.O.O.O.O.O.O.O.O.O
F_max in eV/A: 3.71

Record 3
A cluster of 11 separate species, C5H34N2O11 in total at a distorted geometry. Source: the Open Molecules 2025 dataset; level of theory: the ωB97M-V functional and the def2-TZVPD basis.

```
52
Properties=species:S:1:pos:R:3
N -0.252 -2.055 1.680
C 0.035 -0.651 2.076
C 0.417 -0.495 3.509
C -1.050 0.343 1.724
N -1.486 0.216 0.314
C -2.903 0.499 0.064
C -3.059 0.655 -1.476
O -2.326 -0.410 -2.158
H -2.347 -1.146 -1.536
H -0.679 -2.533 2.473
H -0.946 -2.087 0.956
H 0.863 -0.468 1.383
H 1.309 -1.104 3.661
H -0.376 -0.656 4.240
H 0.814 0.481 3.798
H -1.923 0.377 2.372
H -0.526 1.321 1.800
H -0.767 0.580 -0.291
H -3.497 1.285 0.528
H -3.339 -0.486 0.302
H -4.139 0.619 -1.651
H -2.671 1.480 -2.039
H -2.275 -2.172 0.240
H -2.241 -3.517 0.769
O -2.901 -2.798 0.663
H -0.069 4.937 0.553
H -0.427 3.458 0.189
O 0.131 4.004 0.760
H 3.313 -1.438 -2.638
H 2.511 -1.855 -1.475
O 3.212 -2.205 -2.040
H -0.490 -0.785 -2.103
H 0.993 -0.388 -1.722
O 0.473 -0.965 -2.278
H -0.407 -4.163 0.402
H -0.405 -3.929 -1.186
O -0.832 -4.352 -0.438
H 0.145 2.017 -2.628
H -1.025 2.802 -1.956
O -0.213 2.303 -1.747
H 3.065 1.061 -0.622
H 4.463 0.606 -1.186
O 3.508 0.431 -1.229
H 3.354 -0.047 2.120
H 3.212 1.260 2.548
O 3.737 0.493 2.836
H 1.696 3.066 0.335
H 1.646 1.940 1.233
O 2.111 2.189 0.435
H 1.623 0.846 -3.885
H 0.227 0.309 -3.730
O 0.712 1.131 -3.946
```

Output
HOMO level in Ha: -0.343
Energy relative to the best compared isomer or geometry (same formula, charge and spin) in kcal/mol: 78.5
Structure (SMILES): C[C@@H](N)CNCCO.O.O.O.O.O.O.O.O.O.O
F_max in eV/A: 2.98

Record 4
A cluster of 11 separate species, C5H34N2O11 in total at a distorted geometry. Source: the Open Molecules 2025 dataset; level of theory: the ωB97M-V functional and the def2-TZVPD basis.

```
52
Properties=species:S:1:pos:R:3
N -1.351 -2.347 0.332
C -1.180 -1.142 1.137
C -2.385 -0.208 1.039
C 0.101 -0.446 0.622
N 0.844 0.140 1.733
C 2.302 0.262 1.466
C 2.903 1.478 2.167
O 2.604 2.677 1.465
H -1.376 -2.080 -0.662
H -2.220 -2.828 0.527
H -1.064 -1.473 2.183
H -2.577 0.033 -0.005
H -3.310 -0.644 1.454
H -2.207 0.702 1.616
H -0.130 0.261 -0.182
H 0.710 -1.196 0.095
H 0.446 1.046 1.955
H 2.764 -0.652 1.834
H 2.520 0.248 0.385
H 2.548 1.583 3.199
H 4.007 1.440 2.173
H 1.669 2.909 1.530
H 1.354 -0.970 -4.035
H 0.809 0.507 -3.714
O 0.694 -0.284 -4.332
H -0.929 -0.806 -4.447
H -2.256 -0.269 -3.897
O -1.878 -1.067 -4.314
H -1.388 1.660 2.768
H -2.193 2.916 2.379
O -1.341 2.490 2.238
H -0.611 3.605 -0.550
H -1.005 2.544 0.521
O -0.685 2.651 -0.441
H -2.155 1.428 -2.225
H -2.361 1.949 -3.643
O -2.659 1.263 -3.034
H 2.768 -2.614 -4.337
H 2.134 -3.017 -3.045
O 2.502 -2.216 -3.498
H 1.047 -1.051 4.579
H 0.678 -0.856 3.077
O 0.376 -1.274 3.927
H 1.389 -4.236 -1.314
H 0.439 -4.343 -2.504
O 1.397 -4.362 -2.273
H 0.188 1.982 -1.870
H 1.695 2.039 -2.132
O 0.867 1.880 -2.604
H -0.984 -0.285 3.898
H -1.841 0.571 4.846
O -1.671 0.405 3.913
```

Output
HOMO level in Ha: -0.337
Energy relative to the best compared isomer or geometry (same formula, charge and spin) in kcal/mol: 33.7
Structure (SMILES): C[C@@H](N)CNCCO.O.O.O.O.O.O.O.O.O.O
F_max in eV/A: 1.66

Record 5
A structure of composition C5H34N2O12 at a distorted geometry. Source: the Open Molecules 2025 dataset; level of theory: the ωB97M-V functional and the def2-TZVPD basis.

```
53
Properties=species:S:1:pos:R:3
C 1.279 -0.908 2.603
O 1.772 -1.964 1.771
C 1.228 0.356 1.764
C 0.815 1.571 2.569
C 0.924 2.780 1.587
N -0.056 1.525 -1.694
C 0.584 2.118 -0.746
N 0.072 2.594 0.425
H 1.928 -0.887 3.483
H 0.325 -1.277 2.960
H 1.341 -1.837 0.909
H 0.487 0.161 0.969
H 2.211 0.411 1.289
H -0.176 1.478 3.020
H 1.517 1.883 3.354
H 1.947 2.629 1.226
H 0.744 3.729 2.062
H -0.988 1.344 -1.425
H 1.639 2.354 -0.859
H -0.830 2.208 0.600
H -2.585 -2.560 0.321
H -3.238 -2.087 1.575
O -3.352 -2.116 0.598
H -0.775 -2.831 -0.362
H -0.307 -3.868 0.535
O -1.055 -3.674 0.009
H 3.689 0.991 -1.822
H 3.081 0.229 -0.886
O 3.333 1.155 -0.929
H 0.748 -1.440 -1.518
H 1.627 -2.749 -1.398
O 1.365 -1.946 -0.940
H 1.897 1.012 -3.983
H 3.195 1.792 -3.397
O 2.792 0.933 -3.606
H 0.825 0.314 -3.442
H 0.037 0.545 -2.091
O 0.383 -0.140 -2.713
H -4.527 1.289 1.982
H -3.719 0.404 1.027
O -3.643 0.921 1.853
H 3.551 -1.290 -0.089
H 3.112 -1.056 -1.594
O 3.860 -1.116 -1.004
H -3.204 -1.261 3.537
H -1.960 -0.632 2.927
O -2.392 -1.467 3.081
H -2.715 0.925 -3.867
H -2.035 -0.296 -3.329
O -2.745 0.314 -3.185
H -4.185 -0.805 -0.602
H -3.620 0.109 -1.674
O -4.199 0.132 -0.879
```

Output
HOMO level in Ha: -0.341
Energy relative to the best compared isomer or geometry (same formula, charge and spin) in kcal/mol: 156.5
F_max in eV/A: 10.86

Record 6
A cluster of 13 separate species, C5H34NO14 in total at a distorted geometry. Source: the Open Molecules 2025 dataset; level of theory: the ωB97M-V functional and the def2-TZVPD basis.

```
54
Properties=species:S:1:pos:R:3
C -0.391 -0.992 2.045
N -0.659 -0.646 0.782
C -1.099 0.708 0.401
C 0.038 1.656 -0.089
C -1.097 -1.816 -0.064
C 0.184 -2.344 -0.841
O 0.435 -1.783 -2.117
O -0.431 -0.148 2.956
H 0.032 -1.992 2.221
H -1.752 1.130 1.146
H -1.820 0.675 -0.442
H -0.354 2.172 -0.986
H 0.902 1.042 -0.375
H 0.404 2.335 0.688
H -1.629 -2.525 0.551
H -1.699 -1.498 -0.890
H 0.010 -3.444 -1.046
H 1.116 -2.275 -0.205
H 3.293 -0.653 -2.244
H 1.221 -1.092 -1.983
O 2.591 -0.391 -1.651
H 2.868 -1.076 1.089
H 1.578 -0.301 0.426
O 1.983 -0.722 1.188
H -0.237 -0.087 -2.173
H -0.713 0.396 -3.571
O -1.050 0.257 -2.676
H 2.207 -1.522 3.456
H 1.109 -0.712 4.281
O 1.975 -1.092 4.282
H -1.188 3.339 2.206
H -2.302 4.316 2.195
O -1.790 3.796 1.569
H -4.021 0.802 -0.163
H -5.006 -0.308 -0.524
O -4.119 -0.143 -0.211
H 1.912 0.396 -2.636
H 1.336 1.760 -3.160
O 1.602 0.897 -3.533
H 4.581 0.064 0.085
H 3.624 -0.918 -0.594
O 4.288 -0.840 0.210
H 2.219 0.610 2.348
H 2.558 0.607 3.989
O 2.414 1.125 3.149
H -3.494 1.330 -2.909
H -3.108 -0.230 -3.104
O -3.784 0.414 -2.969
H -0.319 1.516 3.342
H 0.803 2.510 3.168
O -0.168 2.477 3.333
H -1.554 -1.537 -2.976
H -1.473 -3.001 -3.526
O -2.026 -2.244 -3.446
```

Output
HOMO level in Ha: -0.244
Energy relative to the best compared isomer or geometry (same formula, charge and spin) in kcal/mol: 89.6
Total charge: -1
F_max in eV/A: 3.35

Record 7
A cluster of 12 separate species, C5H35N2O12 in total at a distorted geometry. Source: the Open Molecules 2025 dataset; level of theory: the ωB97M-V functional and the def2-TZVPD basis.

```
54
Properties=species:S:1:pos:R:3
C -1.291 -2.053 2.468
O -0.660 -2.158 1.191
C -2.052 -0.737 2.632
C -1.122 0.514 2.731
C -0.542 0.869 1.326
C -1.334 0.765 0.249
N -1.156 1.487 -1.011
N 0.729 1.326 1.398
H -0.484 -2.120 3.283
H -1.817 -3.029 2.643
H 0.156 -2.608 1.331
H -2.657 -0.502 1.717
H -2.481 -0.667 3.625
H -0.250 0.264 3.395
H -1.817 1.344 3.062
H -2.245 0.301 0.243
H -0.442 2.200 -0.941
H -0.840 0.726 -1.642
H -2.104 1.915 -1.134
H 1.302 1.305 2.257
H 1.148 1.563 0.515
H -4.833 1.251 -2.615
H -3.629 2.084 -2.749
O -4.085 1.471 -2.055
H -0.555 1.955 -4.583
H -0.236 2.794 -3.342
O -0.618 1.892 -3.588
H 1.140 0.670 -2.512
H 1.780 0.457 -1.222
O 1.609 1.091 -1.875
H 3.282 -5.367 -0.335
H 2.560 -3.991 0.020
O 3.394 -4.463 -0.113
H 0.410 -2.427 -4.032
H 1.116 -1.104 -3.891
O 0.301 -1.570 -3.672
H 3.176 -2.359 1.842
H 2.245 -1.518 0.986
O 2.243 -2.199 1.735
H 2.562 1.123 4.158
H 3.413 0.470 3.122
O 2.659 1.041 3.207
H -1.928 0.602 -5.501
H -0.992 -0.435 -4.976
O -1.041 0.253 -5.551
H -4.631 3.729 -0.643
H -3.576 4.566 0.193
O -3.695 3.911 -0.488
H 0.213 -1.242 -0.147
H 0.752 -1.417 -1.500
O 0.932 -1.014 -0.679
H 5.084 -1.012 3.526
H 5.849 0.166 4.237
O 5.060 -0.113 3.704
```

Output
HOMO level in Ha: -0.402
Energy relative to the best compared isomer or geometry (same formula, charge and spin) in kcal/mol: 103.2
Total charge: +1
F_max in eV/A: 4.87

Record 8
A cluster of 14 separate species, C5H35NO13 in total at a distorted geometry. Source: the Open Molecules 2025 dataset; level of theory: the ωB97M-V functional and the def2-TZVPD basis.

```
54
Properties=species:S:1:pos:R:3
C 0.668 0.056 -2.874
C 0.154 -0.581 -1.813
N -0.169 0.111 -0.651
C -1.013 -0.640 0.294
C -0.275 -1.075 2.706
C -0.531 -0.285 1.684
H 1.128 1.034 -2.963
H 0.840 -0.449 -3.819
H 0.066 -1.645 -1.737
H -0.483 1.054 -0.776
H -0.829 -1.697 0.122
H -2.084 -0.459 0.190
H 0.153 -0.720 3.641
H -0.391 -2.153 2.787
H -0.544 0.792 1.812
H -3.782 -1.239 -0.721
H -4.069 0.311 -1.337
O -4.218 -0.384 -0.704
H -1.182 2.505 3.613
H -2.382 2.856 2.688
O -1.705 3.229 3.261
H -1.793 3.637 0.470
H -3.224 3.308 0.245
O -2.352 2.899 0.171
H -3.078 0.516 1.333
H -3.578 1.780 1.678
O -3.109 1.074 2.123
H -1.514 -3.023 -1.915
H -2.859 -3.113 -2.210
O -2.340 -2.663 -1.526
H 1.363 2.072 2.297
H 1.313 1.273 1.033
O 1.376 2.190 1.345
H 3.831 0.132 -1.065
H 2.507 0.450 -1.654
O 2.957 -0.259 -1.184
H 2.082 -0.914 0.675
H 3.536 -0.698 0.858
O 2.751 -0.897 1.374
H 2.300 -3.090 -2.072
H 1.826 -3.760 -0.783
O 1.600 -3.662 -1.737
H 3.090 3.161 -1.211
H 3.188 2.550 0.139
O 3.364 2.360 -0.769
H 2.853 -2.536 0.796
H 2.393 -3.965 1.534
O 2.677 -3.501 0.750
H 0.449 3.999 0.880
H -0.466 4.131 2.295
O -0.030 4.511 1.522
H 0.001 -2.287 -4.095
H 0.090 -3.419 -3.106
O -0.557 -2.876 -3.593
```

Output
HOMO level in Ha: -0.305
Energy relative to the best compared isomer or geometry (same formula, charge and spin) in kcal/mol: 96.0
F_max in eV/A: 2.56

LUMO level: -2.4; -0.1; -0.1; 0.0; 0.2; 2.8; -2.4; 0.2 (eV)
Gap between HOMO and LUMO: 8.57; 8.68; 9.25; 9.16; 9.45; 9.38; 8.51; 8.47 (eV)